Density functional theory data (ωB97M-V/def2-TZVPD) for a molecular structure, C37H96AsF9N6O15S at a distorted geometry.

Values from the calculation:
* calculated total energy: -175675.8987 eV
* maximum force: 0.0441 hartree/bohr
* energy above the lowest of the compared OMol25 structures with the same formula, charge and spin: 0.000 eV
* total charge: +4
* HOMO: -16.180 eV
* LUMO: -0.2574 hartree

Cartesian coordinates (Å):
C (-8.06302, -5.89325, 4.17936)
O (-7.49980, -4.74109, 3.52510)
C (-8.41793, -3.66929, 3.48946)
C (-7.71693, -2.54624, 2.76826)
N (-6.89482, -3.12163, 1.64610)
H (-6.29402, -3.83617, 2.08933)
H (-7.51051, -3.63595, 1.01574)
C (-6.09455, -2.15163, 0.83729)
C (-4.70235, -2.11554, 1.38633)
O (-4.28114, -3.42869, 1.66149)
C (-2.88437, -3.51894, 1.94438)
H (-8.60122, -5.58351, 5.07387)
H (-7.18669, -6.43106, 4.54593)
H (-8.61640, -6.54797, 3.51209)
H (-8.62117, -3.34752, 4.51273)
H (-9.31888, -3.97350, 2.94794)
H (-6.99326, -2.03302, 3.40531)
H (-8.38575, -1.77669, 2.38817)
H (-6.52541, -1.15618, 0.75561)
H (-6.11571, -2.54447, -0.18105)
H (-4.65966, -1.52423, 2.32431)
H (-3.97795, -1.56130, 0.77351)
H (-2.31398, -2.98508, 1.18278)
H (-2.61816, -4.57109, 1.86064)
H (-2.60801, -3.17029, 2.94066)
C (-4.24952, 5.97419, -0.79181)
O (-2.91888, 5.52473, -1.00222)
C (-2.33380, 5.03870, 0.18000)
C (-1.17815, 4.17341, -0.23817)
N (-1.52001, 3.26285, -1.34892)
H (-1.87688, 3.75145, -2.17936)
H (-0.62663, 2.83938, -1.63170)
C (-2.39841, 2.08503, -1.04268)
C (-2.59575, 1.34429, -2.32510)
O (-3.00723, 2.26429, -3.28178)
C (-2.97129, 1.68863, -4.56587)
H (-4.93368, 5.13961, -0.61185)
H (-4.57082, 6.48632, -1.69572)
H (-4.29701, 6.70517, 0.01929)
H (-3.07156, 4.44690, 0.74914)
H (-2.02221, 5.83624, 0.86252)
H (-0.71717, 3.54456, 0.52618)
H (-0.33979, 4.75483, -0.63036)
H (-3.32500, 2.55143, -0.70068)
H (-1.91354, 1.45629, -0.30620)
H (-3.37909, 0.58349, -2.15062)
H (-1.70215, 0.76759, -2.59574)
H (-3.36967, 0.66957, -4.61230)
H (-1.96649, 1.61244, -4.99778)
H (-3.48929, 2.37311, -5.23493)
C (-6.08843, -3.04151, -7.15027)
O (-5.37736, -3.78286, -6.14989)
C (-4.68070, -4.86543, -6.68964)
C (-3.90825, -5.49937, -5.54677)
N (-4.83538, -5.60220, -4.38516)
H (-5.30062, -4.68626, -4.31778)
H (-5.62306, -6.20853, -4.63020)
C (-4.23254, -6.10827, -3.08421)
C (-2.95822, -5.40443, -2.75733)
O (-3.22847, -4.02098, -2.75860)
C (-2.03306, -3.23823, -2.61124)
H (-6.94059, -3.62169, -7.51447)
H (-5.40768, -2.79351, -7.96388)
H (-6.50056, -2.14729, -6.69329)
H (-4.00979, -4.55618, -7.49652)
H (-5.34372, -5.63923, -7.11265)
H (-3.12230, -4.80579, -5.26501)
H (-3.60284, -6.51379, -5.78704)
H (-4.10530, -7.16684, -3.31015)
H (-5.01735, -5.98473, -2.34138)
H (-2.19416, -5.64472, -3.51070)
H (-2.54869, -5.72697, -1.79461)
H (-2.30842, -2.18753, -2.61713)
H (-1.50151, -3.44026, -3.54890)
H (-1.38991, -3.40737, -1.74701)
C (4.91689, -3.16127, -2.47936)
O (5.46313, -1.86046, -2.60019)
C (4.59948, -0.97132, -3.25039)
C (4.92015, 0.45974, -2.93759)
N (6.34715, 0.75989, -3.33820)
H (6.97637, 0.34229, -2.65211)
H (6.48653, 0.30586, -4.24231)
C (6.68263, 2.20899, -3.52491)
C (6.42299, 3.04205, -2.28888)
O (6.99435, 2.41516, -1.15924)
C (8.28817, 3.01859, -0.82726)
H (5.03179, -3.68631, -3.43351)
H (3.90229, -3.13949, -2.08930)
H (5.59772, -3.70687, -1.82558)
H (3.53147, -1.09221, -3.00363)
H (4.55972, -1.13589, -4.34216)
H (4.81948, 0.72557, -1.88768)
H (4.27235, 1.08826, -3.55180)
H (6.11233, 2.57020, -4.37908)
H (7.74399, 2.16923, -3.77933)
H (5.34158, 3.13305, -2.14459)
H (6.78638, 4.05481, -2.47917)
H (8.92936, 2.82487, -1.68712)
H (8.56942, 2.52678, 0.09341)
H (8.14360, 4.09182, -0.70289)
C (11.01352, 4.11723, 1.02444)
O (9.81713, 4.08475, 1.81978)
C (9.56728, 5.32867, 2.40581)
C (8.41850, 5.21178, 3.36201)
N (8.75965, 4.10214, 4.32414)
H (9.40659, 3.45268, 3.86018)
H (9.24961, 4.45381, 5.14917)
C (7.58213, 3.40175, 4.94251)
C (6.82593, 2.46124, 4.02555)
O (7.47749, 1.23006, 3.87151)
C (8.21563, 1.07552, 2.67703)
H (10.90001, 4.85323, 0.22414)
H (11.19691, 3.10813, 0.67932)
H (11.84861, 4.48135, 1.63106)
H (9.28648, 6.09410, 1.66749)
H (10.46057, 5.71322, 2.91954)
H (7.50864, 4.97108, 2.82241)
H (8.36447, 6.09787, 3.98727)
H (6.92400, 4.16204, 5.36727)
H (7.92213, 2.83369, 5.80967)
H (6.50883, 2.89863, 3.07243)
H (5.90439, 2.24837, 4.57837)
H (8.78134, 1.97355, 2.37889)
H (7.57257, 0.83594, 1.82465)
H (8.96527, 0.30365, 2.83047)
C (-2.92192, -2.09317, 6.05074)
O (-2.10142, -0.94271, 5.97113)
C (-0.94379, -1.16050, 5.20987)
C (-0.29793, 0.19855, 5.01258)
N (-1.35196, 1.17667, 4.63201)
H (-2.10159, 1.09896, 5.33495)
H (-0.94370, 2.10536, 4.73750)
C (-1.89635, 0.99796, 3.23800)
C (-3.34949, 1.32691, 3.15225)
O (-4.07190, 0.79327, 4.20032)
C (-5.44766, 1.08513, 4.12640)
H (-3.27154, -2.45038, 5.08109)
H (-3.77736, -1.87499, 6.68833)
H (-2.38537, -2.87761, 6.59753)
H (-1.13454, -1.59004, 4.21458)
H (-0.26540, -1.86123, 5.70762)
H (0.41568, 0.14108, 4.19102)
H (0.19392, 0.51741, 5.92814)
H (-1.64902, -0.02769, 2.96699)
H (-1.25588, 1.60966, 2.60498)
H (-3.72843, 1.01523, 2.15745)
H (-3.50570, 2.41387, 3.00139)
H (-5.90047, 0.76104, 5.06204)
H (-5.90029, 0.54006, 3.29215)
H (-5.63003, 2.16241, 4.08203)
As (1.35030, 1.92970, -4.68938)
F (0.14443, 2.88734, -3.84621)
F (0.12461, 1.32149, -5.74067)
F (2.55398, 1.00867, -5.54100)
F (2.58378, 2.63626, -3.65678)
F (1.12931, 0.62103, -3.57731)
F (1.62508, 3.22551, -5.78604)
C (1.81130, -0.99366, 0.42776)
F (2.62547, -0.25283, -0.32618)
F (1.93974, -2.26432, 0.03643)
F (2.16768, -0.89138, 1.70782)
S (0.04171, -0.49904, 0.20561)
O (0.07459, 0.91961, 0.56197)
O (-0.26984, -0.80067, -1.15062)
O (-0.66243, -1.30692, 1.19647)

Forces on atoms 1 to 2 (eV/Å):
1.41 -0.07 0.60
-0.39 -0.11 -0.06

***

Density functional theory data (ωB97M-V/def2-TZVPD) for 2 unconnected molecules or ions with the total composition CHNO3 at a distorted geometry.

Values from the calculation:
* calculated total energy: -8682.7095 eV
* maximum force: 0.0613 hartree/bohr
* energy above the lowest of the compared OMol25 structures with the same formula, charge and spin: 0.121 eV
* HOMO (alpha / beta): -9.209 / -13.209 eV
* LUMO (alpha / beta): 0.0152 / -0.0525 hartree
* spin multiplicity: 3

Cartesian coordinates (Å):
C (0.02910, 1.20320, -0.70423)
N (-0.16106, -1.62262, 0.73949)
O (0.78067, 1.27455, 0.15628)
O (-0.63588, 1.16730, -1.66178)
O (-0.68085, -0.76526, 1.45005)
H (0.66802, -1.25716, 0.02020)

Forces on atoms 1 to 2 (eV/Å):
-0.77 0.37 -2.34
1.75 1.71 -1.35

***

Density functional theory data (ωB97M-V/def2-TZVPD) for 2 unconnected molecules or ions with the total composition C4H2BrClNO2 at a distorted geometry.

Values from the calculation:
* calculated total energy: -92330.4779 eV
* maximum force: 0.0922 hartree/bohr
* total charge: -1
* HOMO: -4.312 eV
* LUMO: 0.1238 hartree

Cartesian coordinates (Å):
C (1.12452, -0.83355, -0.22995)
C (2.12264, 0.03957, -0.07280)
C (-0.20786, 1.96329, 0.01652)
C (-0.23945, -0.52182, -0.03979)
N (-0.61250, 0.80311, 0.01497)
O (-0.02769, 3.09900, 0.03621)
O (-1.22348, -1.32929, -0.06738)
Cl (-3.64035, 0.14815, 0.13764)
Br (3.95742, -0.77338, 0.07923)
H (1.41467, -1.93155, -0.02297)
H (-2.66791, -0.66354, 0.14831)

Forces on atoms 1 to 2 (eV/Å):
1.86 -4.04 1.64
0.46 2.04 -0.07